A cluster of 2 separate species, C5H15N2 in total at a distorted geometry. Source: the OMol25 dataset; level of theory: the ωB97M-V functional and the def2-TZVPD basis.

Orbital gap (alpha / beta), hartree: 0.317 / 0.163
E_HOMO (alpha / beta), hartree: -0.707 / -0.658
Spin multiplicity: 2
Maximum force, eV/Å: 2.0
Relative energy (zero: lowest compared OMol25 entry of this formula, charge and spin), eV: 4.855
Net charge: +2
Energy, hartree: -308.15980

Cartesian coordinates (Å):
C 0.283234 1.010383 0.975806
C -0.542462 -0.160450 0.543197
C -0.267804 -1.520806 0.957938
C 0.573323 -2.160791 -0.170891
C -0.067932 -1.697647 -1.491852
N 0.064803 2.955502 -1.804084
N -0.197878 1.309930 2.306242
H 0.101265 1.929533 0.343565
H 1.353163 0.863154 0.947998
H -0.663049 3.418212 -2.359854
H -1.594367 0.116861 0.403146
H 0.300245 -1.575746 1.893736
H -1.197367 -2.086774 1.049402
H 0.524802 -3.235173 -0.023505
H 1.618786 -1.886935 -0.060065
H 0.589441 -1.716551 -2.354756
H -0.358004 -0.611465 -1.226162
H 1.000535 3.251635 -2.103322
H -1.050236 -2.121657 -1.695188
H -0.064915 1.948121 -1.787826
H 0.532781 1.274317 3.015368
H -0.938359 0.696337 2.641108

Force components x, y, z for each atom (eV/Å):
0.0 0.9 -0.7
-0.7 0.5 1.8
0.1 -0.8 -0.1
-0.2 -0.6 0.0
0.0 0.6 0.9
0.1 -0.5 -1.5
0.2 -1.1 0.0
-0.1 -0.2 -0.1
0.4 -0.3 0.1
-0.2 0.3 0.7
0.2 -0.1 -0.6
0.0 0.2 -0.1
0.0 0.1 0.1
0.1 -0.2 -0.3
0.0 0.3 -0.2
-0.1 0.0 -0.1
0.2 0.1 -0.6
0.0 0.1 0.6
0.1 -0.2 -0.1
0.1 0.1 0.1
0.1 0.3 -0.1
-0.4 0.5 0.0


A cluster of 2 separate species, C5H15N2O in total at a distorted geometry. Source: the OMol25 dataset; level of theory: the ωB97M-V functional and the def2-TZVPD basis.

Orbital gap, hartree: 0.397
E_HOMO, hartree: -0.499
Maximum force, eV/Å: 2.0
Relative energy (zero: lowest compared OMol25 entry of this formula, charge and spin), eV: 1.781
Net charge: +1
Energy, hartree: -383.98559

Cartesian coordinates (Å):
C 2.262990 0.588018 -0.678112
C 0.873605 0.105815 -0.155713
C 0.624742 0.939415 1.119787
C -0.383509 0.198225 2.017435
C -2.715435 0.034466 1.872372
N -1.635003 0.127214 1.243652
N -0.295413 0.330121 -1.208806
H 2.740553 -0.233230 -1.206483
H 2.974807 0.804354 0.108960
H 2.099529 1.443263 -1.324000
H 0.821173 -0.996519 -0.276898
H 1.541786 1.186115 1.662858
H 0.202149 1.907563 0.785158
H -0.082969 -0.849367 2.128697
H -0.541163 0.696826 3.027926
H -3.650570 -0.252909 1.423275
H -2.857268 0.008607 2.945223
H -0.930737 -0.461378 -1.145810
H 0.153376 0.219442 -2.138211
H -0.789393 1.199246 -1.026774
H -0.023389 -2.938000 -2.560364
H -0.372317 -2.040866 -3.755391
O -0.017543 -2.016421 -2.858781

Force components x, y, z for each atom (eV/Å):
-0.9 -1.1 -0.8
0.8 0.5 -0.9
-1.2 -1.1 0.4
-0.6 1.2 0.4
-0.7 -0.9 0.6
0.2 -0.2 0.0
1.9 -0.2 -0.1
-0.1 0.2 -0.6
-0.3 0.3 0.3
0.4 0.3 -0.1
0.4 0.5 1.7
-0.1 -0.4 -0.3
0.1 -0.3 0.2
0.2 0.3 0.3
0.3 -0.7 -1.1
-0.2 0.5 -1.0
0.7 0.4 0.6
-0.3 0.2 0.3
-0.6 0.6 0.4
-0.1 0.0 -0.4
0.0 0.2 -0.2
0.1 -0.1 0.0
-0.1 -0.1 0.2


A cluster of 2 separate species, C5H15N2O in total at a distorted geometry. Source: the OMol25 dataset; level of theory: the ωB97M-V functional and the def2-TZVPD basis.

Orbital gap, hartree: 0.417
E_HOMO, hartree: -0.517
Maximum force, eV/Å: 1.9
Relative energy (zero: lowest compared OMol25 entry of this formula, charge and spin), eV: 0.869
Net charge: +1
Energy, hartree: -384.01908

Cartesian coordinates (Å):
C -1.176885 1.868937 -1.876985
C -0.394456 0.854392 -1.078779
C 0.777953 1.350516 -0.266289
C 1.692855 0.242375 0.196044
C 1.733376 -0.798654 2.279415
N 1.044135 -0.453937 1.288247
N -1.338576 0.163971 -0.089556
H -1.987876 1.415123 -2.448873
H -0.525562 2.374759 -2.589914
H -1.628384 2.651855 -1.265427
H -0.002301 0.099054 -1.764370
H 1.334952 2.071311 -0.883681
H 0.500129 2.024536 0.559899
H 1.896128 -0.426569 -0.652134
H 2.696505 0.636591 0.427381
H 1.277637 -1.303015 3.117602
H 2.805835 -0.662147 2.419408
H -0.754723 -0.374621 0.571954
H -1.953017 -0.460015 -0.611274
H -1.889154 0.833849 0.441626
H -0.916923 -3.278271 -0.306802
H -2.173663 -2.822730 0.505519
O -1.680221 -2.670832 -0.308928

Force components x, y, z for each atom (eV/Å):
-0.2 0.5 -0.1
-0.3 0.1 0.5
0.6 1.7 -0.5
0.8 0.3 -0.4
0.2 -0.4 0.7
0.0 -0.2 -0.2
0.2 -0.1 -0.9
0.1 -0.2 0.0
0.0 -0.1 0.0
0.1 0.0 0.2
-0.3 -0.3 0.2
0.0 -0.5 -0.2
-0.3 -0.5 0.1
-0.3 -0.2 0.2
-0.3 0.0 0.4
-0.4 -0.1 0.1
0.1 0.3 -0.5
0.1 -0.3 0.2
-0.1 -0.3 0.3
0.0 0.2 -0.1
-0.6 0.3 0.1
0.1 -0.3 -0.1
0.4 0.0 0.0


A structure of composition C5H15N2O at a distorted geometry. Source: the OMol25 dataset; level of theory: the ωB97M-V functional and the def2-TZVPD basis.

Orbital gap, hartree: 0.401
E_HOMO, hartree: -0.502
Maximum force, eV/Å: 7.4
Relative energy (zero: lowest compared OMol25 entry of this formula, charge and spin), eV: 1.341
Net charge: +1
Energy, hartree: -384.00174

Cartesian coordinates (Å):
O 0.066306 -0.364865 0.487140
C -0.427994 0.568905 -0.143000
N -0.101964 0.816395 -1.451059
C -1.448323 1.487115 0.502120
C -0.524744 1.982355 -2.200679
C 0.920436 0.010915 -2.088819
H -1.615263 1.121335 1.529230
H -2.410863 1.475225 -0.036369
H -1.086893 2.527934 0.553720
H 0.297356 2.712454 -2.288609
H -0.828674 1.670994 -3.214248
H -1.382123 2.475094 -1.712079
H 1.118736 -0.882764 -1.473499
H 0.580766 -0.316665 -3.085778
H 1.861815 0.573825 -2.205279
C 1.098536 -2.522184 1.922770
N 0.138666 -1.433124 2.287130
H 1.263426 -3.191554 2.783800
H 2.068406 -2.092764 1.620190
H 0.701016 -3.118714 1.084470
H -0.777684 -1.833174 2.573249
H 0.509176 -0.867645 3.077419
H -0.020114 -0.799095 1.478180

Force components x, y, z for each atom (eV/Å):
0.9 2.2 -6.1
-0.9 2.4 -2.8
0.0 -0.7 2.0
-0.1 -0.1 0.4
-0.6 0.6 -0.1
0.5 -0.8 -0.2
0.0 0.3 -0.4
0.4 0.0 0.2
-0.1 -0.4 -0.1
-0.2 -0.3 0.0
0.1 0.1 0.4
0.5 -0.3 -0.4
-0.1 0.5 -0.4
0.1 0.2 0.4
-0.4 -0.1 0.1
0.2 -0.4 0.2
0.3 -3.8 6.3
-0.1 0.3 -0.4
-0.6 0.0 0.2
0.0 0.4 0.4
0.9 0.2 0.1
-0.4 -0.7 -0.5
-0.7 0.5 0.6


A cluster of 2 separate species, C5H15N2O in total at a distorted geometry. Source: the OMol25 dataset; level of theory: the ωB97M-V functional and the def2-TZVPD basis.

Orbital gap, hartree: 0.179
E_HOMO, hartree: -0.458
Maximum force, eV/Å: 3.8
Relative energy (zero: lowest compared OMol25 entry of this formula, charge and spin), eV: 6.356
Net charge: +1
Energy, hartree: -383.81744

Cartesian coordinates (Å):
N 4.089318 -0.300599 1.703328
C -0.506757 0.242646 -1.965192
C 0.846112 -0.393662 -2.120483
O 1.617888 -0.312414 -0.794040
C -0.921776 0.817263 -0.670643
N -1.331986 -0.075645 0.377215
C -2.439798 -0.958968 -0.144153
C -1.568238 0.517210 1.712275
H 3.328636 -0.147367 2.365004
H 4.763005 0.419627 1.923803
H 4.499002 -1.215804 1.850538
H -1.083551 0.715414 -2.767464
H 1.319145 -0.105002 -3.056078
H 0.769931 -1.461149 -2.105102
H 1.741796 0.640369 -0.729859
H -0.051161 1.440203 -0.279175
H -1.669152 1.618527 -0.730475
H -3.480486 -0.417952 -0.066288
H -2.663769 -1.809844 0.478256
H -2.202477 -1.398560 -1.177989
H -2.366524 1.327035 1.703196
H -0.582897 0.990447 2.067349
H -2.106255 -0.131780 2.425978

Force components x, y, z for each atom (eV/Å):
-0.6 0.4 0.0
1.8 1.4 1.0
-0.6 0.0 3.5
-1.5 0.5 -3.4
-0.7 1.4 2.1
-0.5 -2.2 -0.4
-1.2 1.2 0.0
-0.1 1.8 -0.4
0.2 -0.4 -0.1
0.3 -0.2 -0.1
0.0 0.2 0.2
0.3 -0.9 -0.5
0.3 0.3 0.0
-0.5 -1.2 -0.7
0.7 0.1 0.6
-0.2 -0.8 -0.6
-0.4 -0.1 -0.9
1.8 -0.5 -0.9
0.7 -0.4 0.4
-0.4 0.9 1.3
1.0 -0.2 -0.6
-1.6 -1.0 -0.1
1.2 -0.5 -0.4


A cluster of 2 separate species, C5H15N2O in total at a distorted geometry. Source: the OMol25 dataset; level of theory: the ωB97M-V functional and the def2-TZVPD basis.

Orbital gap, hartree: 0.331
E_HOMO, hartree: -0.457
Maximum force, eV/Å: 6.6
Relative energy (zero: lowest compared OMol25 entry of this formula, charge and spin), eV: 3.107
Net charge: +1
Energy, hartree: -383.93685

Cartesian coordinates (Å):
C 0.829367 -2.262025 -0.335102
C 0.179260 -1.039317 0.317943
C 0.264131 0.075687 -0.778946
C 0.316966 1.525042 -0.434480
C 1.024804 2.327047 -1.218561
N -0.707475 2.001946 0.546067
N 0.888817 -0.590314 1.582618
H 1.758717 -2.497063 -0.018707
H 0.013514 -3.126316 -0.124590
H 0.807199 -2.002702 -1.473211
H -0.943432 -1.173761 0.493767
H -0.500721 -0.127061 -1.526792
H 1.253254 -0.149505 -1.465780
H 1.921509 2.099291 -1.697387
H 0.926299 3.431867 -1.105752
H -1.664169 1.636363 0.285861
H -0.718139 2.991166 0.724332
H 1.006083 -1.439568 2.157640
H 0.372261 0.270910 2.088124
H 1.801742 -0.252109 1.258438
H -3.206864 -0.990806 -0.270563
H -2.793128 -0.541448 0.978540
O -2.829996 -0.167322 0.016540

Force components x, y, z for each atom (eV/Å):
-6.3 -0.7 -1.9
-1.4 1.4 -1.6
2.9 -0.9 -1.0
-2.5 0.9 0.4
-0.3 2.7 2.0
0.3 -2.4 -1.4
-1.2 1.2 0.3
3.0 -0.9 1.0
2.5 1.4 -0.7
0.2 -1.2 2.1
2.0 0.1 0.4
-0.4 0.0 0.3
-2.1 0.7 1.9
1.0 -1.1 -1.2
-0.2 -0.9 -0.1
1.5 0.7 0.4
0.1 0.2 -0.3
0.0 0.8 0.3
1.2 -2.3 -1.4
0.0 0.0 0.5
-0.7 -0.5 -1.6
0.0 1.9 -1.8
0.3 -1.4 3.5


The ion C5H15N2O with charge +2 at a distorted geometry. Source: the OMol25 dataset; level of theory: the ωB97M-V functional and the def2-TZVPD basis.

Orbital gap (alpha / beta), hartree: 0.415 / 0.253
E_HOMO (alpha / beta), hartree: -0.670 / -0.669
Spin multiplicity: 2
Maximum force, eV/Å: 1.5
Relative energy (zero: lowest compared OMol25 entry of this formula, charge and spin), eV: 1.269
Net charge: +2
Energy, hartree: -383.56371

Cartesian coordinates (Å):
N 2.366326 -0.640786 -1.542729
C 0.932574 -0.230432 -1.172589
C 0.005998 -0.745481 -2.249565
C 0.639173 -0.828256 0.226346
N -0.551867 -0.253492 0.842397
C -0.748258 1.129273 1.105499
C -2.021324 1.301478 1.942264
O -2.051055 0.217300 2.840710
H 2.655664 -0.112064 -2.374874
H 3.038072 -0.413807 -0.809462
H 2.416734 -1.620242 -1.838403
H 0.988278 0.851007 -1.122145
H -1.022429 -0.764654 -1.917074
H -0.046809 -0.027669 -3.081490
H 0.270705 -1.714699 -2.653303
H 1.471676 -0.656059 0.929968
H 0.463338 -1.898374 0.140060
H -1.023692 -0.904699 1.497892
H -0.845942 1.700518 0.165246
H 0.127730 1.520696 1.640185
H -1.958258 2.274248 2.418235
H -2.879181 1.288601 1.273401
H -2.227462 0.527601 3.739425

Force components x, y, z for each atom (eV/Å):
-0.5 0.5 -0.5
0.6 -0.7 0.4
-0.4 1.2 -0.7
-0.3 0.3 -0.5
1.1 -0.7 0.5
-1.0 0.4 -0.5
0.4 0.0 -0.1
0.0 0.2 0.1
0.0 0.1 0.0
0.2 -0.3 0.1
0.1 -0.1 0.4
-0.2 0.2 0.0
-0.2 -0.3 0.4
0.3 -0.3 0.1
0.1 -0.3 0.1
-0.2 0.0 0.0
0.1 -0.1 0.1
-0.3 0.5 -0.1
0.3 -0.2 0.1
0.2 -0.1 0.1
-0.2 0.1 0.2
-0.2 0.0 0.1
-0.1 -0.2 -0.1


A cluster of 2 separate species, C5H15N2O in total at a distorted geometry. Source: the OMol25 dataset; level of theory: the ωB97M-V functional and the def2-TZVPD basis.

Orbital gap (alpha / beta), hartree: 0.425 / 0.235
E_HOMO (alpha / beta), hartree: -0.720 / -0.719
Spin multiplicity: 2
Maximum force, eV/Å: 1.1
Relative energy (zero: lowest compared OMol25 entry of this formula, charge and spin), eV: 1.600
Net charge: +2
Energy, hartree: -383.55155

Cartesian coordinates (Å):
C -1.726614 1.685774 1.052402
N -0.857940 2.712967 1.508831
C 0.505399 2.537090 1.871542
O -1.386106 0.546042 0.885379
H -2.742889 2.058768 0.889321
H -1.310858 3.592384 1.782571
H 0.628696 2.085920 2.870955
H 0.972572 3.521975 1.908544
H 0.983068 1.916368 1.113057
C -0.238125 -0.946723 -2.738122
C 0.074498 -1.878626 -1.584719
N 0.631243 -1.099160 -0.412186
C 0.967567 -1.978264 0.750907
H 0.657747 -0.474546 -3.143054
H -0.674639 -1.526612 -3.546545
H -0.912069 -0.156779 -2.401382
H -0.823264 -2.377920 -1.230832
H 0.819862 -2.627100 -1.848831
H -0.051452 -0.391041 -0.106772
H 1.477821 -0.645715 -0.757492
H 0.038324 -2.236379 1.260049
H 1.550668 -1.418231 1.475551
H 1.416489 -2.900194 0.400825

Force components x, y, z for each atom (eV/Å):
-1.1 -0.2 -0.4
0.3 -0.3 0.9
0.2 0.6 -0.7
0.5 0.8 0.2
-0.1 -0.1 0.0
0.0 0.0 -0.2
-0.2 -0.2 0.1
0.0 0.0 0.1
0.1 -0.3 0.2
0.3 0.0 0.3
-0.2 0.2 -0.2
0.1 -0.6 -0.2
-0.8 0.1 0.5
0.1 0.0 0.0
-0.2 0.1 0.0
-0.2 -0.1 -0.3
0.0 -0.1 0.1
0.0 0.0 0.1
0.4 -0.3 -0.3
0.0 0.2 0.1
-0.1 -0.1 -0.2
0.4 -0.2 -0.2
0.4 0.1 0.0


The lowest maximum force belongs to which entry? number 8